{
  "formula": "C82H194F4N5O13P4S4",
  "method": "ωB97M-V with the def2-TZVPD basis set",
  "lumo_energy_ev": -5.457,
  "e_tot_ev": -213584.6880,
  "charge": 3,
  "species": ["C", "C", "C", "O", "H", "H", "H", "H", "H", "H", "H", "C", "C", "C", "O", "H", "H", "H", "H", "H", "H", "H", "C", "C", "C", "O", "C", "N", "H", "H", "H", "H", "H", "H", "H", "H", "H", "H", "H", "H", "C", "C", "C", "O", "C", "N", "H", "H", "H", "H", "H", "H", "H", "H", "H", "H", "H", "H", "C", "C", "C", "O", "C", "N", "H", "H", "H", "H", "H", "H", "H", "H", "H", "H", "H", "H", "C", "C", "C", "C", "P", "C", "C", "C", "C", "C", "C", "C", "C", "C", "C", "C", "C", "H", "H", "H", "H", "H", "H", "H", "H", "H", "H", "H", "H", "H", "H", "H", "H", "H", "H", "H", "H", "H", "H", "H", "H", "H", "H", "H", "H", "H", "H", "H", "H", "H", "H", "H", "H", "C", "C", "C", "C", "P", "C", "C", "C", "C", "C", "C", "C", "C", "C", "C", "C", "C", "H", "H", "H", "H", "H", "H", "H", "H", "H", "H", "H", "H", "H", "H", "H", "H", "H", "H", "H", "H", "H", "H", "H", "H", "H", "H", "H", "H", "H", "H", "H", "H", "H", "H", "H", "H", "C", "C", "C", "C", "P", "C", "C", "C", "C", "C", "C", "C", "C", "C", "C", "C", "C", "H", "H", "H", "H", "H", "H", "H", "H", "H", "H", "H", "H", "H", "H", "H", "H", "H", "H", "H", "H", "H", "H", "H", "H", "H", "H", "H", "H", "H", "H", "H", "H", "H", "H", "H", "H", "C", "C", "C", "C", "P", "C", "C", "C", "C", "C", "C", "C", "C", "C", "C", "C", "C", "H", "H", "H", "H", "H", "H", "H", "H", "H", "H", "H", "H", "H", "H", "H", "H", "H", "H", "H", "H", "H", "H", "H", "H", "H", "H", "H", "H", "H", "H", "H", "H", "H", "H", "H", "H", "N", "S", "O", "O", "F", "S", "O", "O", "F", "N", "S", "O", "O", "F", "S", "O", "O", "F"],
  "xyz": [[2.921, 5.915, 3.365], [3.755, 5.198, 2.302], [5.164, 4.797, 2.773], [2.886, 4.199, 1.757], [2.688, 5.171, 4.127], [1.995, 6.332, 2.969], [3.423, 6.722, 3.898], [3.986, 5.966, 1.563], [5.798, 4.448, 1.958], [5.088, 3.982, 3.492], [5.533, 5.660, 3.329], [-1.436, -0.867, 1.881], [-0.158, -0.532, 2.677], [1.055, -1.560, 2.439], [0.198, 0.816, 2.517], [-1.343, -0.744, 0.802], [-2.282, -0.305, 2.277], [-1.618, -1.932, 2.025], [-0.494, -0.571, 3.713], [1.684, -1.723, 3.314], [1.651, -1.195, 1.603], [0.653, -2.505, 2.075], [4.050, 0.525, 1.453], [3.957, 0.539, 2.981], [5.272, 0.880, 3.607], [6.006, -0.368, 3.816], [5.843, -1.050, 5.052], [2.869, 1.526, 3.419], [2.932, 2.489, 3.121], [1.970, 1.299, 3.020], [2.938, 1.507, 4.426], [4.375, 1.517, 1.138], [3.070, 0.321, 1.021], [4.770, -0.187, 1.049], [3.641, -0.407, 3.420], [5.124, 1.351, 4.579], [5.715, 1.717, 3.066], [5.035, -1.768, 4.916], [5.581, -0.380, 5.871], [6.734, -1.615, 5.324], [3.981, -6.634, -4.030], [2.608, -6.536, -3.376], [2.605, -5.256, -2.545], [1.243, -4.824, -2.272], [1.007, -3.417, -1.984], [1.530, -6.482, -4.471], [1.692, -7.199, -5.163], [0.567, -6.544, -4.169], [1.772, -5.669, -5.019], [4.290, -5.827, -4.695], [4.083, -7.554, -4.607], [4.791, -6.673, -3.302], [2.202, -7.374, -2.809], [3.160, -4.447, -3.019], [3.081, -5.503, -1.596], [-0.002, -3.344, -1.578], [1.081, -2.739, -2.834], [1.835, -3.190, -1.312], [-0.484, 5.220, 0.658], [-0.809, 5.123, 2.139], [-2.382, 4.886, 2.320], [-2.657, 4.639, 3.659], [-3.210, 5.889, 4.230], [-0.007, 3.968, 2.689], [-0.280, 3.145, 2.171], [0.990, 3.983, 2.530], [-0.203, 3.680, 3.637], [0.593, 5.351, 0.552], [-0.856, 6.136, 0.198], [-0.839, 4.418, 0.010], [-0.496, 5.990, 2.721], [-2.659, 3.930, 1.877], [-2.987, 5.684, 1.889], [-2.471, 6.690, 4.242], [-3.348, 5.642, 5.283], [-4.225, 6.109, 3.900], [-3.048, -6.596, 2.563], [-1.920, -6.198, 1.643], [-0.619, -5.866, 2.386], [-0.144, -6.780, 3.539], [1.392, -6.347, 4.363], [2.458, -5.286, 3.312], [3.908, -5.116, 3.677], [4.621, -3.944, 3.016], [4.904, -4.081, 1.509], [2.381, -7.908, 4.575], [2.883, -8.244, 6.005], [4.312, -8.731, 6.084], [4.169, -10.151, 5.437], [1.058, -5.435, 5.885], [0.071, -4.249, 5.700], [-0.326, -3.485, 7.050], [-1.078, -2.153, 6.707], [-3.356, -5.829, 3.274], [-2.801, -7.385, 3.272], [-3.933, -6.967, 2.046], [-2.159, -5.502, 0.839], [-1.741, -7.043, 0.979], [-0.603, -4.886, 2.864], [0.079, -5.711, 1.563], [-0.011, -7.788, 3.146], [-0.869, -6.742, 4.352], [2.017, -4.312, 3.526], [2.433, -5.602, 2.270], [4.437, -5.995, 3.309], [3.982, -4.968, 4.754], [5.564, -3.877, 3.560], [4.191, -2.967, 3.235], [5.690, -4.812, 1.316], [5.040, -3.155, 0.951], [4.024, -4.427, 0.968], [3.064, -7.729, 3.745], [1.810, -8.799, 4.313], [2.277, -8.989, 6.521], [2.850, -7.293, 6.537], [4.490, -8.861, 7.151], [4.987, -8.017, 5.613], [3.794, -10.912, 6.122], [5.151, -10.591, 5.260], [3.459, -10.223, 4.613], [2.043, -5.167, 6.269], [0.612, -6.165, 6.560], [-0.887, -4.615, 5.330], [0.527, -3.651, 4.910], [0.615, -3.321, 7.576], [-0.879, -4.162, 7.702], [-0.452, -1.481, 6.120], [-1.235, -1.536, 7.592], [-2.039, -2.262, 6.205], [0.414, 0.195, -2.110], [-0.270, 1.581, -2.079], [0.748, 2.704, -2.420], [2.004, 2.724, -1.533], [3.091, 4.139, -2.015], [2.590, 5.747, -1.459], [3.588, 6.910, -1.857], [3.070, 8.299, -1.485], [3.003, 8.581, 0.062], [3.241, 4.081, -3.819], [2.094, 4.731, -4.758], [2.449, 4.952, -6.210], [3.566, 6.064, -6.335], [4.874, 3.830, -1.496], [5.583, 2.572, -1.998], [7.053, 2.404, -1.521], [7.892, 1.313, -2.050], [1.285, 0.050, -1.471], [0.777, -0.082, -3.100], [-0.288, -0.546, -1.726], [-0.792, 1.912, -1.182], [-1.098, 1.638, -2.786], [0.289, 3.693, -2.412], [1.019, 2.433, -3.440], [2.663, 1.857, -1.487], [1.646, 2.804, -0.507], [2.470, 5.835, -0.379], [1.621, 5.998, -1.891], [3.869, 6.918, -2.910], [4.428, 6.661, -1.208], [2.076, 8.516, -1.877], [3.760, 9.020, -1.923], [3.921, 8.343, 0.598], [2.148, 8.136, 0.571], [2.783, 9.634, 0.235], [3.347, 3.039, -4.121], [4.139, 4.656, -4.046], [1.781, 5.680, -4.321], [1.224, 4.075, -4.717], [1.578, 5.294, -6.768], [2.807, 4.038, -6.683], [3.252, 6.937, -5.764], [3.804, 6.350, -7.360], [4.536, 5.887, -5.871], [4.894, 3.774, -0.408], [5.273, 4.758, -1.907], [5.585, 2.481, -3.084], [5.037, 1.651, -1.795], [6.972, 2.312, -0.438], [7.630, 3.314, -1.690], [8.789, 0.977, -1.531], [8.197, 1.604, -3.056], [7.281, 0.410, -2.051], [-6.002, 4.353, -9.347], [-5.445, 3.151, -10.143], [-4.694, 2.305, -9.207], [-4.184, 0.934, -9.695], [-3.228, -0.016, -8.509], [-3.332, -1.779, -9.008], [-4.799, -2.369, -9.041], [-4.758, -3.831, -8.734], [-4.156, -4.261, -7.403], [-1.476, 0.486, -8.465], [-1.274, 1.987, -8.349], [0.249, 2.419, -8.169], [1.108, 2.188, -9.441], [-3.875, 0.146, -6.799], [-3.059, -0.728, -5.813], [-3.720, -0.692, -4.344], [-3.313, -1.788, -3.347], [-6.617, 4.035, -8.505], [-6.703, 4.901, -9.975], [-5.228, 4.988, -8.916], [-4.750, 3.514, -10.900], [-6.247, 2.575, -10.605], [-5.336, 2.129, -8.344], [-3.862, 2.864, -8.781], [-3.533, 1.026, -10.564], [-5.056, 0.307, -9.877], [-2.591, -2.329, -8.428], [-3.097, -1.760, -10.072], [-5.188, -2.239, -10.051], [-5.440, -1.853, -8.326], [-4.142, -4.269, -9.519], [-5.780, -4.204, -8.658], [-3.068, -4.301, -7.457], [-4.404, -5.322, -7.382], [-4.410, -3.610, -6.566], [-1.115, 0.119, -9.426], [-0.928, 0.063, -7.623], [-1.783, 2.341, -7.452], [-1.815, 2.520, -9.130], [0.772, 2.046, -7.289], [0.166, 3.503, -8.086], [0.527, 2.585, -10.273], [1.444, 1.152, -9.479], [2.045, 2.732, -9.317], [-4.877, -0.276, -6.732], [-4.011, 1.143, -6.380], [-2.031, -0.367, -5.850], [-3.123, -1.751, -6.183], [-4.807, -0.700, -4.414], [-3.489, 0.250, -3.846], [-3.798, -1.573, -2.395], [-2.224, -1.776, -3.308], [-3.593, -2.763, -3.745], [-10.133, 1.467, 4.181], [-9.578, -0.016, 4.079], [-8.099, 0.036, 3.660], [-7.089, 0.501, 4.728], [-5.277, 0.587, 4.287], [-4.427, 1.422, 5.648], [-2.945, 1.603, 5.262], [-2.170, 2.333, 6.314], [-0.647, 2.314, 6.099], [-5.062, 1.670, 2.814], [-5.982, 2.988, 2.843], [-6.463, 3.430, 1.437], [-5.283, 3.838, 0.492], [-4.472, -1.045, 3.910], [-4.843, -1.622, 2.485], [-4.584, -3.195, 2.469], [-4.986, -3.807, 1.220], [-11.140, 1.548, 4.590], [-10.087, 2.045, 3.258], [-9.542, 2.012, 4.917], [-10.097, -0.455, 3.227], [-9.705, -0.670, 4.942], [-7.945, 0.600, 2.740], [-7.857, -1.011, 3.478], [-6.982, -0.013, 5.683], [-7.334, 1.483, 5.134], [-4.498, 0.791, 6.534], [-5.001, 2.335, 5.805], [-2.805, 2.211, 4.368], [-2.492, 0.652, 4.981], [-2.490, 1.857, 7.241], [-2.457, 3.384, 6.279], [-0.012, 2.661, 6.913], [-0.259, 2.944, 5.299], [-0.212, 1.328, 5.935], [-5.453, 1.055, 2.003], [-4.016, 1.799, 2.538], [-5.334, 3.686, 3.374], [-6.917, 2.887, 3.393], [-7.200, 4.212, 1.616], [-7.024, 2.639, 0.940], [-4.788, 4.689, 0.959], [-5.550, 4.177, -0.508], [-4.607, 2.983, 0.453], [-4.946, -1.618, 4.708], [-3.387, -1.066, 4.006], [-4.429, -1.047, 1.657], [-5.915, -1.542, 2.304], [-4.890, -3.806, 3.319], [-3.495, -3.214, 2.433], [-6.041, -3.701, 0.968], [-4.813, -4.880, 1.304], [-4.531, -3.389, 0.322], [5.839, -1.645, -3.971], [5.541, -2.546, -2.846], [5.653, -3.986, -3.228], [4.693, -2.201, -1.691], [6.994, -2.332, -2.113], [4.227, -1.232, -4.207], [3.741, -0.036, -3.557], [3.263, -2.271, -4.553], [4.504, -0.621, -5.645], [3.195, 1.651, 6.277], [3.705, 2.629, 7.384], [4.662, 2.123, 8.427], [2.727, 3.616, 7.790], [4.716, 3.402, 6.375], [2.745, 0.431, 7.408], [1.815, 0.698, 8.484], [3.616, -0.748, 7.525], [1.593, -0.211, 6.486]]
}

{
  "formula": "H3N3O4",
  "method": "ωB97M-V with the def2-TZVPD basis set",
  "lumo_energy_ev": [-2.328, -2.090],
  "e_tot_ev": -12698.1274,
  "species": ["N", "N", "N", "O", "O", "O", "O", "H", "H", "H"],
  "xyz": [[-0.322, 0.055, 0.368], [2.645, -0.217, 0.864], [2.944, 0.867, -0.016], [2.334, 1.807, 0.362], [3.719, 0.786, -0.883], [2.616, -2.031, -0.456], [2.598, -1.462, 0.635], [-0.162, 0.519, -0.520], [-1.288, -0.353, 0.472], [0.146, 0.508, 1.095]]
}

{
  "formula": "C4H46O21",
  "method": "ωB97M-V with the def2-TZVPD basis set",
  "lumo_energy_ev": -0.397,
  "e_tot_ev": -47888.1521,
  "species": ["C", "C", "O", "C", "C", "H", "H", "H", "H", "H", "H", "O", "H", "H", "O", "H", "H", "O", "H", "H", "O", "H", "H", "O", "H", "H", "O", "H", "H", "O", "H", "H", "O", "H", "H", "O", "H", "H", "O", "H", "H", "O", "H", "H", "O", "H", "H", "O", "H", "H", "O", "H", "H", "O", "H", "H", "O", "H", "H", "O", "H", "H", "O", "H", "H", "O", "H", "H", "O", "H", "H"],
  "xyz": [[1.951, 2.145, 0.715], [1.457, 1.283, 0.042], [1.023, 0.374, -0.828], [-0.465, -1.491, -1.062], [0.205, -0.552, -0.044], [2.412, 3.060, 1.066], [-1.123, -0.800, -1.694], [0.287, -2.013, -1.648], [-1.118, -2.163, -0.478], [0.816, -1.270, 0.516], [-0.521, -0.115, 0.568], [-4.462, -2.094, -0.913], [-4.552, -1.793, -1.874], [-5.143, -1.590, -0.359], [3.420, 3.771, -2.025], [3.877, 3.875, -2.921], [3.203, 4.694, -1.672], [1.525, 5.318, 1.973], [1.254, 5.949, 2.716], [0.976, 5.541, 1.154], [4.431, 0.320, 1.709], [4.922, 1.204, 1.661], [3.910, 0.296, 2.577], [-3.217, -1.013, -3.657], [-3.848, -0.274, -3.372], [-2.273, -0.652, -3.620], [0.985, 2.066, -3.892], [0.945, 2.466, -2.964], [1.849, 2.364, -4.327], [-2.718, -3.634, -2.866], [-2.145, -4.044, -3.593], [-2.790, -2.641, -3.045], [4.224, 1.286, -1.701], [3.392, 1.036, -1.182], [4.082, 2.205, -2.100], [-3.630, -4.301, 0.767], [-3.074, -3.779, 1.432], [-4.033, -3.646, 0.110], [-0.943, 0.008, 3.515], [-1.884, -0.297, 3.301], [-0.990, 0.961, 3.852], [0.372, -4.299, 1.707], [0.194, -5.237, 2.042], [-0.038, -4.210, 0.786], [-3.318, -0.965, 2.141], [-3.868, -0.997, 2.990], [-2.720, -1.781, 2.122], [4.158, -2.121, 0.246], [3.777, -2.663, 1.011], [4.140, -1.145, 0.512], [2.850, 3.754, 3.813], [2.554, 4.199, 4.672], [2.334, 4.169, 3.048], [-3.313, 0.600, -0.250], [-3.360, -0.103, 0.476], [-3.935, 0.323, -0.998], [-1.489, 2.632, 0.159], [-1.843, 1.734, -0.142], [-1.257, 2.566, 1.142], [-2.090, -3.340, 2.730], [-2.514, -3.964, 3.404], [-1.128, -3.627, 2.596], [4.864, 5.332, 1.994], [4.422, 4.758, 2.700], [4.151, 5.907, 1.565], [-1.343, -4.735, -0.592], [-2.105, -4.790, 0.071], [-1.689, -4.294, -1.435], [-0.400, 0.027, -4.801], [0.298, -0.655, -5.068], [0.079, 0.858, -4.478]]
}

{
  "formula": "C4H11NO2",
  "method": "ωB97M-V with the def2-TZVPD basis set",
  "lumo_energy_ev": 0.860,
  "e_tot_ev": -9909.6109,
  "species": ["H", "N", "C", "C", "H", "H", "H", "H", "C", "C", "O", "H", "H", "H", "H", "O", "H", "H"],
  "xyz": [[1.771, 1.154, 1.014], [1.468, 0.700, 0.158], [1.380, -0.575, 0.216], [1.034, -1.365, -0.996], [1.755, -1.144, 1.073], [0.531, -0.738, -1.729], [1.945, -1.781, -1.430], [0.380, -2.192, -0.722], [-1.858, 0.201, 0.130], [-1.213, -0.434, 1.117], [-0.688, 0.181, 2.226], [-2.049, 1.257, 0.171], [-2.298, -0.357, -0.680], [-1.223, -1.512, 1.221], [-0.983, 1.099, 2.251], [-0.298, 1.626, -1.506], [-0.174, 2.560, -1.703], [0.519, 1.319, -0.812]]
}

Number 1: strongest force on any atom 12.13 eV/A. Number 2: strongest force on any atom 3.01 eV/A. Number 3: strongest force on any atom 4.23 eV/A. Number 4: strongest force on any atom 2.79 eV/A.